## 1
This record from the OMol25 dataset describes a 12-piece molecular cluster, C3H29NO12 overall. The level of theory is ωB97M-V/def2-TZVPD.

Structure (XYZ):
```
45
Properties=species:S:1:pos:R:3:nbo_charge:R:1
C 1.555 -1.110 -3.526 -0.602
C 0.137 -1.316 -4.085 -0.494
C -0.838 -0.505 -3.268 0.692
N -1.576 -1.126 -2.333 -0.792
O -1.002 0.700 -3.472 -0.679
H 1.626 -1.495 -2.502 0.208
H 2.271 -1.638 -4.129 0.214
H 1.833 -0.078 -3.544 0.228
H -0.099 -2.387 -4.087 0.209
H 0.080 -0.954 -5.113 0.235
H -1.389 -2.068 -2.029 0.397
H -2.162 -0.602 -1.715 0.421
H 3.315 -0.481 1.231 0.477
H 1.917 -0.450 1.815 0.506
O 2.396 -0.646 0.960 -0.998
H 0.124 -0.814 3.123 0.500
H 1.091 0.340 3.453 0.513
O 1.066 -0.646 3.255 -1.021
H 0.260 2.508 0.432 0.521
H -0.973 1.695 0.975 0.508
O -0.425 2.508 1.164 -1.046
H -1.171 -4.181 1.496 0.476
H 0.037 -3.227 1.421 0.510
O -0.960 -3.256 1.319 -1.006
H -2.460 -1.543 3.516 0.484
H -1.642 -1.958 2.286 0.517
O -1.846 -1.186 2.861 -1.002
H 1.458 2.240 -1.575 0.512
H 1.859 1.267 -0.418 0.492
O 1.580 2.174 -0.599 -0.996
H 1.739 -2.860 2.653 0.491
H 1.984 -2.333 1.224 0.511
O 1.658 -3.114 1.725 -0.981
H -2.357 0.104 1.689 0.504
H -2.972 1.421 1.066 0.505
O -2.376 0.681 0.902 -1.005
H 0.536 2.242 2.581 0.518
H 0.488 2.436 4.133 0.478
O 0.994 2.021 3.435 -0.989
H 0.905 3.163 -3.606 0.481
H 0.398 1.689 -3.458 0.509
O 1.172 2.278 -3.327 -0.992
H -2.038 3.271 1.008 0.508
H -3.185 3.899 1.911 0.475
O -3.005 3.339 1.153 -0.996
```

Results
E_HOMO: -10.14 eV
lowest unoccupied orbital energy: 0.32 eV
total charge: 0
orbital gap: 10.453 eV
structure (SMILES): CCC(N)=O.O.O.O.O.O.O.O.O.O.O.O

=====

## 2
This record from the OMol25 dataset describes a 12-piece molecular cluster, C3H29NO12 overall. The level of theory is ωB97M-V/def2-TZVPD.

Structure (XYZ):
```
45
Properties=species:S:1:pos:R:3:nbo_charge:R:1
C 1.149 -3.554 -2.044 -0.623
C 0.449 -2.193 -1.770 -0.539
C 1.486 -1.204 -1.369 0.692
N 1.131 -0.739 -0.110 -0.881
O 2.484 -0.739 -1.881 -0.613
H 1.273 -3.692 -3.146 0.214
H 2.232 -3.381 -1.783 0.228
H 0.588 -4.416 -1.722 0.220
H -0.360 -2.368 -1.031 0.204
H -0.098 -1.750 -2.621 0.292
H 0.324 -1.021 0.401 0.405
H 1.530 0.078 0.348 0.378
H -2.405 -1.334 -0.278 0.462
H -2.888 -0.235 0.523 0.498
O -2.254 -0.982 0.614 -0.992
H -2.257 1.617 -0.307 0.511
H -3.276 2.067 0.717 0.508
O -3.123 1.371 0.066 -1.001
H 0.163 -0.320 2.213 0.498
H 1.271 0.412 2.719 0.495
O 0.417 0.652 2.319 -1.000
H -2.293 -0.419 -3.023 0.493
H -2.308 -1.524 -3.997 0.479
O -1.797 -1.224 -3.234 -0.962
H 1.705 4.768 -0.159 0.477
H 0.700 3.577 0.176 0.489
O 1.567 3.821 -0.136 -0.971
H -1.675 -1.492 2.987 0.493
H -0.993 -2.510 2.072 0.489
O -0.815 -1.698 2.557 -0.948
H -3.835 1.786 -2.526 0.471
H -3.990 0.678 -1.645 0.487
O -4.110 0.848 -2.597 -0.958
H 0.033 2.453 -1.243 0.499
H -0.067 1.316 -0.374 0.496
O -0.546 2.155 -0.510 -0.974
H -1.076 1.588 2.511 0.509
H -2.204 1.182 3.593 0.467
O -1.890 1.840 2.978 -0.992
H 3.319 -1.214 1.445 0.461
H 4.598 -0.783 2.023 0.464
O 3.817 -1.298 2.268 -0.926
H 4.425 1.589 1.358 0.473
H 3.095 0.960 0.824 0.460
O 3.492 1.466 1.542 -0.932
```

Results
E_HOMO: -10.12 eV
lowest unoccupied orbital energy: 0.11 eV
total charge: 0
orbital gap: 10.225 eV
structure (SMILES): CCC(N)=O.O.O.O.O.O.O.O.O.O.O.O

=====

Result of the stability comparison: 1 is the most stable of them.

=====

## 1
This record from the OMol25 dataset describes C7H15ClLiNO5 as an isolated structure. The level of theory is ωB97M-V/def2-TZVPD.

Structure (XYZ):
```
30
Properties=species:S:1:pos:R:3:nbo_charge:R:1
Li -0.933 -2.906 4.189 0.798
Cl -0.570 -6.639 4.064 -0.987
C -1.710 0.669 6.095 0.893
O -0.583 0.470 5.669 -0.931
O -2.072 1.654 6.766 -0.898
O -2.590 -0.111 5.765 -0.871
C 2.254 2.868 -2.447 -0.247
O 1.780 1.544 -2.130 -0.578
C 2.386 0.859 -0.978 -0.088
C 1.670 -0.517 -0.823 -0.255
N 0.378 -0.517 -0.128 -0.607
C -0.545 0.453 -0.702 -0.264
C -1.262 0.011 -2.107 -0.071
O -2.494 -0.753 -1.940 -0.545
C -2.306 -2.011 -1.376 -0.254
H 3.328 2.838 -2.634 0.163
H 1.983 3.533 -1.627 0.170
H 1.719 3.255 -3.314 0.188
H 2.276 1.559 -0.150 0.178
H 3.452 0.766 -1.186 0.170
H 2.271 -1.252 -0.287 0.210
H 1.576 -1.026 -1.783 0.199
H 0.556 -0.112 0.780 0.362
H -0.122 1.453 -0.788 0.179
H -1.322 0.634 0.042 0.216
H -0.581 -0.555 -2.742 0.163
H -1.583 0.954 -2.551 0.184
H -1.813 -2.740 -2.020 0.150
H -3.314 -2.409 -1.263 0.181
H -1.832 -1.971 -0.395 0.191
```

Results
E_HOMO: 1.42 eV
lowest unoccupied orbital energy: 3.62 eV
total charge: -2
orbital gap: 2.194 eV

=====

## 2
This record from the OMol25 dataset describes C7H15ClLiNO5 as an isolated structure. The level of theory is ωB97M-V/def2-TZVPD.

Structure (XYZ):
```
30
Properties=species:S:1:pos:R:3:nbo_charge:R:1
Li 0.195 -1.242 3.032 0.873
Cl 1.085 -2.354 4.843 -0.942
C -0.575 1.067 2.594 0.921
O -0.608 2.272 3.030 -0.880
O 0.551 0.572 2.131 -0.993
O -1.481 0.178 2.872 -0.964
C 0.600 3.529 -1.549 -0.258
O 0.874 2.544 -2.536 -0.563
C -0.197 1.622 -2.747 -0.066
C -0.243 0.557 -1.686 -0.274
N 0.856 -0.418 -1.803 -0.654
C 1.073 -1.144 -0.543 -0.238
C -0.202 -1.794 -0.011 -0.068
O 0.109 -2.438 1.183 -0.555
C -1.016 -3.015 1.812 -0.301
H -0.088 4.280 -1.956 0.142
H 1.580 3.959 -1.351 0.185
H 0.181 3.127 -0.624 0.215
H -0.032 1.157 -3.727 0.167
H -1.090 2.238 -2.907 0.159
H -1.148 -0.039 -1.766 0.189
H -0.130 1.065 -0.719 0.227
H 1.750 -0.054 -2.099 0.357
H 1.550 -0.535 0.235 0.239
H 1.840 -1.878 -0.823 0.164
H -0.463 -2.557 -0.767 0.133
H -1.017 -1.081 0.114 0.202
H -0.811 -3.723 2.614 0.213
H -1.478 -3.731 1.103 0.135
H -1.666 -2.163 2.051 0.232
```

Results
E_HOMO: 0.48 eV
lowest unoccupied orbital energy: 4.98 eV
total charge: -2
orbital gap: 4.502 eV

=====

Result of the stability comparison: 2 is the most stable of them.

=====

## 1
This record from the OMol25 dataset describes C20H19BF6IrN9O2S3Sb as an isolated structure. The level of theory is ωB97M-V/def2-TZVPD.

Structure (XYZ):
```
62
Properties=species:S:1:pos:R:3:nbo_charge:R:1
Ir 0.091 0.327 0.832 1.240
C -3.353 2.509 2.113 -0.332
C -2.218 2.400 1.311 -0.027
N -1.588 1.256 1.584 -0.310
N -2.273 0.636 2.572 -0.315
C -3.347 1.369 2.893 0.015
B -1.697 -0.648 3.213 0.527
N -0.273 -0.309 3.682 -0.312
C 0.311 -0.321 4.890 0.026
C 1.621 0.089 4.751 -0.326
C 1.778 0.341 3.390 0.022
N 0.634 0.080 2.764 -0.275
N -1.555 -1.711 2.080 -0.303
C -1.988 -2.977 2.004 0.018
C -1.563 -3.522 0.806 -0.318
C -0.848 -2.502 0.184 -0.017
N -0.866 -1.418 0.960 -0.237
H -4.062 3.317 2.134 0.255
H -1.813 3.085 0.585 0.265
H -4.017 1.039 3.669 0.244
H -2.380 -1.021 4.114 -0.002
H -0.249 -0.614 5.762 0.239
H 2.359 0.200 5.524 0.254
H 2.635 0.682 2.834 0.248
H -2.565 -3.400 2.808 0.245
H -1.737 -4.516 0.437 0.257
H -0.342 -2.502 -0.768 0.241
O 2.473 -0.980 -3.953 -0.656
C 3.345 -1.362 -3.010 0.381
C 4.567 -1.870 -3.458 -0.280
C 5.518 -2.290 -2.559 -0.118
C 5.288 -2.223 -1.181 -0.260
C 4.099 -1.712 -0.730 -0.131
C 3.107 -1.270 -1.625 -0.210
C 1.884 -0.725 -1.064 0.640
O 1.800 -0.519 0.194 -0.641
N 0.861 -0.463 -1.886 -0.485
N -0.226 0.046 -1.254 -0.244
C -1.136 0.409 -2.077 -0.172
S -2.600 1.153 -1.485 0.802
C -3.429 1.182 -3.105 -0.535
C -2.340 1.408 -4.138 -0.553
S -0.983 0.238 -3.809 0.405
H 1.669 -0.641 -3.520 0.504
H 4.732 -1.919 -4.526 0.237
H 6.460 -2.674 -2.928 0.225
H 6.038 -2.570 -0.485 0.227
H 3.894 -1.643 0.330 0.229
H -4.170 1.980 -3.067 0.274
H -3.922 0.224 -3.247 0.273
H -1.940 2.420 -4.099 0.251
H -2.731 1.206 -5.133 0.276
S -3.677 -0.275 -0.314 0.308
C -4.158 -1.350 -1.512 -0.027
N -4.471 -2.052 -2.371 -0.197
F -0.060 2.576 -0.901 -0.730
Sb 1.408 3.583 -0.181 3.187
F 1.160 2.234 1.267 -0.660
F 0.077 4.643 0.617 -0.669
F 2.792 4.430 0.722 -0.644
F 1.416 4.641 -1.717 -0.659
F 2.558 2.295 -0.923 -0.670
```

Results
E_HOMO: -10.92 eV
lowest unoccupied orbital energy: -5.53 eV
total charge: +1
orbital gap: 5.390 eV

=====

## 2
This record from the OMol25 dataset describes C20H19BF6IrN9O2S3Sb as an isolated structure. The level of theory is ωB97M-V/def2-TZVPD.

Structure (XYZ):
```
62
Properties=species:S:1:pos:R:3:nbo_charge:R:1
Ir 0.204 -0.093 0.064 1.560
C 4.403 -0.465 0.638 -0.311
C 3.241 -0.865 0.011 0.009
N 2.206 -0.141 0.480 -0.237
N 2.701 0.736 1.381 -0.288
C 4.012 0.550 1.497 0.047
B 1.792 1.848 1.985 0.522
N 0.652 1.144 2.715 -0.315
C 0.248 1.197 3.989 0.048
C -0.776 0.290 4.170 -0.320
C -0.960 -0.302 2.926 0.049
N -0.087 0.217 2.063 -0.305
N 1.253 2.569 0.729 -0.293
C 1.227 3.839 0.340 0.079
C 0.622 3.920 -0.909 -0.297
C 0.278 2.625 -1.232 0.053
N 0.683 1.813 -0.240 -0.263
H 5.392 -0.852 0.480 0.259
H 3.117 -1.606 -0.758 0.248
H 4.583 1.170 2.167 0.248
H 2.391 2.583 2.699 0.005
H 0.714 1.885 4.673 0.242
H -1.339 0.106 5.065 0.255
H -1.666 -1.044 2.603 0.259
H 1.650 4.604 0.968 0.247
H 0.432 4.805 -1.488 0.262
H -0.235 2.225 -2.088 0.262
O 0.633 -4.068 -3.794 -0.663
C 0.485 -2.925 -4.471 0.456
C 0.343 -3.037 -5.860 -0.295
C 0.191 -1.912 -6.632 -0.134
C 0.171 -0.634 -6.056 -0.253
C 0.293 -0.513 -4.697 -0.125
C 0.454 -1.645 -3.873 -0.279
C 0.535 -1.452 -2.441 0.622
O 0.320 -0.285 -1.947 -0.669
N 0.825 -2.480 -1.651 -0.468
N 0.910 -2.133 -0.353 -0.244
C 1.008 -3.116 0.507 -0.075
S 1.113 -4.749 -0.033 0.421
C 0.958 -5.459 1.630 -0.538
C 1.581 -4.504 2.630 -0.523
S 1.081 -2.812 2.194 0.382
H 0.736 -3.865 -2.846 0.502
H 0.355 -4.026 -6.294 0.237
H 0.085 -2.018 -7.704 0.227
H 0.057 0.242 -6.677 0.227
H 0.271 0.461 -4.230 0.221
H 1.481 -6.414 1.622 0.260
H -0.097 -5.630 1.838 0.242
H 2.669 -4.565 2.636 0.238
H 1.206 -4.693 3.634 0.258
S -3.598 -1.985 -1.063 0.187
C -2.266 -1.658 -0.320 0.168
N -1.231 -1.507 0.271 -0.648
F -1.627 0.895 -0.296 -0.628
Sb -3.083 2.123 0.528 3.179
F -3.337 0.759 1.797 -0.668
F -4.276 1.263 -0.617 -0.648
F -4.312 3.294 1.286 -0.650
F -2.578 3.288 -0.856 -0.663
F -1.625 2.756 1.553 -0.684
```

Results
E_HOMO (spin up / spin down): -10.97 / -10.97 eV
lowest unoccupied orbital energy (spin up / spin down): -5.96 / -5.96 eV
total charge: +1
orbital gap (spin up / spin down): 5.009 / 5.008 eV

=====

Result of the stability comparison: 1 is the most stable of them.

=====

## 1
This record from the OMol25 dataset describes a 5-piece molecular cluster, C5H20O5 overall. The level of theory is ωB97M-V/def2-TZVPD.

Structure (XYZ):
```
30
Properties=species:S:1:pos:R:3:nbo_charge:R:1
C 1.974 -0.132 -0.754 -0.250
O 2.251 -1.470 -0.299 -0.749
H 2.520 -0.023 -1.685 0.184
H 0.906 0.051 -0.887 0.167
H 2.370 0.577 -0.022 0.154
H 1.714 -1.616 0.492 0.483
C -1.132 -3.009 -1.244 -0.249
O -0.962 -4.393 -1.042 -0.725
H -2.125 -2.704 -0.893 0.162
H -0.400 -2.423 -0.678 0.167
H -1.086 -2.725 -2.297 0.172
H -0.542 -4.760 -1.822 0.471
C 1.338 3.445 0.438 -0.250
O 1.735 4.716 0.925 -0.718
H 1.105 3.527 -0.624 0.189
H 2.120 2.703 0.584 0.166
H 0.388 3.111 0.880 0.151
H 1.846 4.651 1.877 0.462
C -1.714 1.390 -0.564 -0.249
O -1.235 1.325 -1.894 -0.719
H -2.392 2.241 -0.414 0.166
H -2.269 0.492 -0.276 0.157
H -0.881 1.542 0.117 0.179
H -1.998 1.394 -2.474 0.468
C -0.815 -1.042 2.113 -0.251
O 0.462 -1.669 1.999 -0.737
H -1.370 -1.111 1.179 0.167
H -1.401 -1.476 2.930 0.172
H -0.697 0.004 2.393 0.183
H 0.291 -2.615 1.944 0.478
```

Results
E_HOMO: -9.79 eV
lowest unoccupied orbital energy: 0.59 eV
total charge: 0
orbital gap: 10.384 eV
structure (SMILES): CO.CO.CO.CO.CO

=====

## 2
This record from the OMol25 dataset describes a 5-piece molecular cluster, C5H20O5 overall. The level of theory is ωB97M-V/def2-TZVPD.

Structure (XYZ):
```
30
Properties=species:S:1:pos:R:3:nbo_charge:R:1
C 42.502 -4.927 23.376 -0.248
O 43.003 -3.705 22.854 -0.732
H 41.718 -5.349 22.729 0.161
H 43.284 -5.673 23.522 0.168
H 41.969 -4.705 24.300 0.188
H 43.544 -3.912 22.087 0.465
C 40.054 3.893 23.837 -0.246
O 38.748 4.177 24.298 -0.723
H 40.192 4.323 22.844 0.161
H 40.817 4.335 24.486 0.161
H 40.220 2.821 23.845 0.182
H 38.665 5.120 24.451 0.465
C 45.057 3.274 25.880 -0.254
O 46.304 3.896 25.593 -0.724
H 44.253 3.932 25.549 0.163
H 44.968 2.299 25.401 0.171
H 44.911 3.051 26.939 0.176
H 46.641 4.216 26.434 0.466
C 43.337 0.650 23.083 -0.251
O 43.110 -0.539 23.808 -0.726
H 44.040 1.320 23.594 0.163
H 43.745 0.498 22.085 0.170
H 42.438 1.275 23.042 0.159
H 43.303 -1.281 23.227 0.485
C 41.332 1.426 26.485 -0.249
O 41.798 1.939 27.760 -0.740
H 42.098 1.609 25.740 0.183
H 41.140 0.364 26.633 0.174
H 40.412 1.977 26.283 0.169
H 41.236 1.572 28.444 0.461
```

Results
E_HOMO: -10.08 eV
lowest unoccupied orbital energy: 0.67 eV
total charge: 0
orbital gap: 10.749 eV
structure (SMILES): CO.CO.CO.CO.CO

=====

Result of the stability comparison: 1 is the most stable of them.